No. 1
126
Properties=species:S:1:pos:R:3:mulliken_charge:R:1 method="wB97M-V/def2-TZVPD" homo_lumo_gap_ev=7.760 lumo_energy_ev=-2.47 homo_energy_ev=-10.229 total_charge=+1
C -0.15 -3.05 0.13 -0.649
C -1.18 -2.06 -0.75 -0.820
C -0.54 -0.63 -1.18 -0.318
F 0.80 -0.74 -0.47 -0.416
N -1.29 0.65 -0.91 2.895
C -1.96 0.58 0.46 -0.831
C -1.21 0.04 1.78 0.591
C -1.55 1.07 3.06 -0.843
F -1.73 -1.29 2.28 -0.278
C -2.39 0.98 -1.93 -0.710
Br -2.89 -0.62 -3.15 0.075
C -3.88 1.36 -1.47 -0.914
C -4.27 2.79 -0.83 -0.374
C -5.81 2.57 -0.19 -1.026
Br -4.56 4.28 -2.19 -0.091
C -2.04 2.00 -3.14 0.020
N -1.27 1.26 -4.27 -0.546
O -1.43 3.27 -2.84 -0.221
C -0.96 3.26 -1.46 -0.583
C -0.29 1.81 -1.04 -0.841
O 0.78 1.60 -2.07 -0.458
P 0.75 2.32 0.46 0.379
C 0.01 3.72 1.51 -0.916
C 2.49 2.98 -0.10 -0.340
H 0.15 -2.60 1.16 0.243
H 0.81 -3.31 -0.51 -0.143
H -0.71 -4.08 0.29 0.360
H -1.34 -2.68 -1.76 0.507
H -2.22 -2.07 -0.23 0.143
H -0.18 -0.76 -2.31 0.722
H -2.90 -0.15 0.49 0.421
H -2.24 1.70 0.73 -0.411
H -0.06 -0.06 1.79 0.174
H -2.51 1.71 2.88 -0.054
H -1.77 0.41 4.03 0.429
H -0.59 1.72 3.36 0.114
H -4.56 1.32 -2.46 0.674
H -4.46 0.54 -0.80 0.438
H -3.65 3.19 0.07 0.287
H -5.97 3.50 0.51 0.316
H -5.89 1.61 0.46 0.313
H -6.64 2.65 -1.03 0.335
H -3.07 2.26 -3.70 0.563
H -0.42 1.88 -4.42 0.244
H -1.80 1.34 -5.17 0.323
H -0.04 4.02 -1.44 0.494
H -1.69 3.72 -0.67 -0.036
H 1.03 2.46 -2.51 0.286
H 0.01 4.71 0.86 0.325
H 0.74 3.91 2.43 0.239
H -1.11 3.56 1.84 0.159
H 2.77 3.83 0.68 0.167
H 3.33 2.15 -0.01 0.312
H 2.48 3.47 -1.16 0.047
O -5.35 -2.20 1.78 -0.559
C -5.19 -3.12 2.57 0.447
O -6.21 -3.87 3.09 -0.378
C -5.67 -4.77 4.05 -0.432
C -4.21 -4.91 3.69 -0.639
C -3.88 -3.56 3.13 0.230
H -5.82 -4.35 5.05 0.246
H -6.20 -5.73 3.99 0.342
H -3.59 -5.20 4.54 0.348
H -4.09 -5.67 2.91 0.286
H -3.57 -2.86 3.92 0.217
H -3.11 -3.62 2.36 -0.111
O 1.14 -5.11 -2.31 -0.608
C 2.31 -5.24 -2.01 0.574
O 3.10 -6.28 -2.42 -0.333
C 4.38 -6.17 -1.80 0.119
C 4.51 -4.72 -1.42 -0.806
C 3.09 -4.32 -1.12 -0.172
H 4.40 -6.83 -0.92 0.222
H 5.16 -6.48 -2.50 0.013
H 5.20 -4.55 -0.59 0.387
H 4.88 -4.14 -2.28 0.294
H 2.82 -4.52 -0.08 0.294
H 2.90 -3.27 -1.37 0.186
O -3.22 1.93 5.39 -0.609
C -4.13 2.70 5.12 0.630
O -3.98 4.04 4.91 -0.371
C -5.26 4.63 4.73 -0.492
C -6.17 3.51 4.30 0.010
C -5.58 2.32 5.02 -0.423
H -5.57 5.08 5.68 0.279
H -5.20 5.42 3.97 0.343
H -7.22 3.69 4.53 0.374
H -6.08 3.36 3.22 -0.210
H -5.99 2.21 6.03 0.289
H -5.71 1.40 4.45 0.238
O 3.59 4.21 -4.28 -0.602
C 2.46 4.64 -4.48 0.319
O 1.32 4.01 -4.09 -0.168
C 0.19 4.73 -4.58 -0.222
C 0.69 6.12 -4.84 -0.619
C 2.13 5.89 -5.23 -0.389
H -0.16 4.24 -5.49 0.233
H -0.61 4.71 -3.84 0.274
H 0.11 6.66 -5.59 0.372
H 0.66 6.71 -3.91 0.290
H 2.23 5.71 -6.30 0.266
H 2.77 6.72 -4.92 0.312
O 2.91 2.73 3.85 -0.571
C 3.67 3.69 3.85 0.483
O 3.84 4.54 2.80 -0.220
C 4.88 5.47 3.10 -0.473
C 4.97 5.48 4.60 -0.535
C 4.59 4.07 4.97 -0.447
H 5.80 5.12 2.63 0.298
H 4.62 6.45 2.70 0.315
H 5.95 5.78 4.97 0.329
H 4.23 6.18 5.01 0.273
H 5.46 3.40 4.97 0.273
H 4.08 4.03 5.93 0.291
O 6.57 -7.28 -3.50 -0.695
C 6.78 -8.48 -3.55 0.563
O 6.88 -9.29 -2.45 -0.345
C 7.24 -10.60 -2.87 -0.413
C 6.82 -10.69 -4.32 -0.505
C 7.01 -9.27 -4.80 -0.398
H 8.32 -10.73 -2.75 0.277
H 6.72 -11.34 -2.26 0.307
H 7.39 -11.42 -4.89 0.316
H 5.76 -10.95 -4.38 0.269
H 8.03 -9.09 -5.15 0.269
H 6.29 -9.00 -5.57 0.275



No. 2
44
Properties=species:S:1:pos:R:3:nbo_charge:R:1 method="wB97M-V/def2-TZVPD" homo_lumo_gap_ev=7.170 lumo_energy_ev=2.51 homo_energy_ev=-4.662 total_charge=-1
C -0.88 3.09 0.53 -0.739
C -2.24 2.99 -0.11 0.805
O -3.26 3.34 0.41 -0.563
O -2.26 2.51 -1.39 -0.552
C -1.64 1.24 -1.60 -0.064
C -2.29 0.59 -2.82 -0.424
C -1.41 -0.52 -3.42 -0.408
C -1.58 -1.92 -2.82 -0.400
C -1.47 -2.02 -1.30 -0.389
C -0.13 -1.59 -0.65 -0.325
C 0.95 -1.48 -1.64 0.290
N 1.79 -1.34 -2.40 -0.312
C 0.28 -2.53 0.52 -0.335
C 1.10 -3.65 0.04 0.291
N 1.74 -4.52 -0.35 -0.319
C 0.94 -1.70 1.63 0.232
C 2.41 -1.42 1.53 -0.671
F 0.63 -2.32 2.85 -0.376
H -0.95 3.61 1.48 0.265
H -0.19 3.61 -0.14 0.246
H -0.46 2.10 0.71 0.243
H -1.80 0.64 -0.70 0.163
H -0.57 1.37 -1.77 0.183
H -3.29 0.23 -2.58 0.202
H -2.37 1.38 -3.56 0.222
H -0.37 -0.20 -3.37 0.219
H -1.65 -0.61 -4.49 0.211
H -2.59 -2.27 -3.07 0.204
H -0.89 -2.62 -3.29 0.218
H -1.69 -3.05 -1.00 0.215
H -2.27 -1.41 -0.85 0.212
H -0.25 -0.61 -0.19 0.264
H -0.61 -2.98 0.95 0.262
H 0.43 -0.73 1.64 0.176
H 2.72 -0.96 2.47 0.282
H 3.02 -2.31 1.35 0.204
H 2.59 -0.67 0.76 0.255
C 2.82 2.42 4.44 -0.735
C 2.42 2.35 2.95 0.767
O 2.84 1.36 2.30 -0.816
O 1.69 3.28 2.54 -0.797
H 3.45 1.57 4.73 0.193
H 3.37 3.34 4.63 0.201
H 1.93 2.43 5.06 0.200



No. 3
57
Properties=species:S:1:pos:R:3:nbo_charge:R:1 method="wB97M-V/def2-TZVPD" homo_lumo_gap_ev="6.741 / 6.738" lumo_energy_ev="7.52 / 7.52" homo_energy_ev="0.775 / 0.777" total_charge=-4 spin_multiplicity=2
Cu -0.27 0.05 -0.31 1.675
C 3.68 -2.84 0.02 0.678
F 4.42 -2.09 -0.80 -0.335
F 3.01 -3.72 -0.73 -0.329
F 4.52 -3.57 0.79 -0.358
S 2.55 -1.83 1.11 2.391
O 3.53 -1.00 1.77 -1.002
O 1.73 -1.07 0.15 -1.051
O 1.88 -2.79 1.92 -0.942
C -0.77 -4.70 -0.06 0.682
F -1.17 -4.85 -1.33 -0.333
F -0.96 -5.89 0.56 -0.362
F 0.54 -4.47 -0.05 -0.322
S -1.66 -3.31 0.82 2.385
O -1.33 -3.62 2.19 -0.995
O -1.05 -2.08 0.35 -1.036
O -3.04 -3.52 0.43 -0.992
C 0.14 4.23 -2.56 0.672
F 0.08 4.94 -3.73 -0.361
F 1.44 3.90 -2.44 -0.342
F -0.19 5.04 -1.57 -0.330
S -0.91 2.71 -2.66 2.383
O -0.48 2.10 -3.88 -0.967
O -0.57 1.99 -1.43 -1.045
O -2.26 3.19 -2.70 -0.974
C -4.35 0.33 1.32 0.686
F -5.68 0.07 1.39 -0.357
F -4.18 1.56 1.83 -0.346
F -3.71 -0.52 2.07 -0.297
S -3.80 0.40 -0.45 2.396
O -2.35 0.27 -0.41 -1.070
O -4.49 -0.70 -1.07 -0.977
O -4.25 1.70 -0.87 -0.989
C -0.91 1.96 4.07 0.677
F -2.15 2.00 3.60 -0.317
F -0.39 3.22 3.90 -0.360
F -1.00 1.76 5.40 -0.345
S 0.15 0.72 3.18 2.391
O 1.48 1.15 3.54 -0.993
O -0.28 -0.49 3.78 -0.943
O -0.15 0.92 1.76 -1.046
C 0.80 -2.82 -3.62 0.681
F 0.93 -3.61 -2.58 -0.304
F 2.04 -2.28 -3.84 -0.352
F 0.51 -3.52 -4.74 -0.351
S -0.48 -1.53 -3.29 2.402
O 0.07 -0.85 -2.11 -1.059
O -0.51 -0.78 -4.51 -0.964
O -1.62 -2.33 -2.99 -0.955
Cl 2.27 1.66 -0.12 -0.003
C 2.64 3.34 0.35 -0.401
C 2.60 3.52 1.85 -0.384
Cl 4.06 2.84 2.62 -0.087
H 1.94 3.99 -0.17 0.224
H 3.62 3.54 -0.07 0.197
H 1.73 3.05 2.30 0.273
H 2.60 4.60 2.03 0.182



No. 4
10
Properties=species:S:1:pos:R:3:nbo_charge:R:1 method="wB97M-V/def2-TZVPD" homo_lumo_gap_ev="6.295 / 8.919" lumo_energy_ev="-4.42 / -4.42" homo_energy_ev="-10.714 / -13.340" relative_energy_kj_mol=0.0 total_charge=+1 spin_multiplicity=2
C -1.21 -1.78 -1.29 -0.608
C 0.07 -1.86 -1.16 -0.523
H -1.99 -2.18 -1.95 0.251
H 0.95 -2.14 -1.77 0.242
Zn -0.72 -0.84 0.47 1.434
C 0.55 0.34 1.44 -1.002
C 0.36 1.60 1.25 0.661
O 0.17 2.72 0.89 -0.743
H 1.18 -0.05 2.23 0.302
Li 0.64 4.19 -0.12 0.987



No. 5
15
Properties=species:S:1:pos:R:3:nbo_charge:R:1 method="wB97M-V/def2-TZVPD" homo_lumo_gap_ev=10.368 lumo_energy_ev=-5.36 homo_energy_ev=-15.729 smiles="C=[NH+]CCC" relative_energy_kj_mol=178.9 total_charge=+1
C 1.51 2.22 0.19 0.132
C 0.02 -0.88 -0.04 -0.435
C -1.16 -1.59 -0.59 -0.603
C -0.30 0.57 0.20 -0.235
N 0.91 1.19 0.68 -0.348
H 0.89 2.76 -0.39 0.209
H 2.43 2.49 0.58 0.228
H 0.24 -1.51 0.78 0.238
H -1.84 -0.82 -1.04 0.204
H 0.85 -0.95 -0.72 0.213
H -0.89 -2.31 -1.35 0.246
H -1.77 -2.08 0.22 0.227
H 1.39 0.83 1.53 0.443
H -0.92 0.53 1.07 0.244
H -0.60 1.10 -0.70 0.238



No. 6
45
Properties=species:S:1:pos:R:3:nbo_charge:R:1 method="wB97M-V/def2-TZVPD" homo_lumo_gap_ev="7.090 / 7.107" lumo_energy_ev="-5.27 / -5.27" homo_energy_ev="-12.360 / -12.373" relative_energy_kj_mol=0.0 total_charge=+1
Rh 0.10 0.26 0.34 0.566
C -4.10 1.24 -0.39 -0.692
C -2.75 0.77 0.04 0.295
N -1.66 0.96 -0.62 -0.178
O -1.83 1.73 -1.76 -0.571
B -0.65 2.31 -2.30 1.342
F 0.33 2.63 -1.42 -0.517
F -0.91 3.15 -3.30 -0.484
O 0.08 0.96 -3.17 -0.622
N 1.60 0.00 -1.13 -0.622
C 2.78 -0.54 -0.48 0.275
C 4.03 -0.70 -1.29 -0.696
C 2.67 -0.86 0.82 0.085
N 1.43 -0.53 1.40 0.129
O 1.38 -0.82 2.63 -0.356
B 0.18 -0.16 3.49 1.270
F 0.31 -0.73 4.70 -0.493
F 0.39 1.18 3.38 -0.514
O -1.11 -0.58 2.89 -0.520
N -1.36 0.00 1.71 -0.050
C -2.58 0.10 1.34 0.204
C -3.75 -0.33 2.17 -0.681
C 3.74 -1.45 1.67 -0.662
H -4.02 1.99 -1.17 0.269
H -4.64 1.65 0.46 0.252
H -4.67 0.40 -0.77 0.255
H 3.91 -0.29 -2.29 0.234
H 4.31 -1.75 -1.39 0.259
H 4.86 -0.18 -0.82 0.267
H -3.41 -0.92 3.01 0.273
H -4.44 -0.92 1.57 0.242
H -4.28 0.54 2.55 0.252
H 4.63 -1.66 1.09 0.238
H 3.38 -2.38 2.13 0.259
H 3.99 -0.78 2.49 0.261
C -1.63 -0.48 -4.60 -0.269
O -0.67 -1.08 -3.68 -0.437
C 0.11 -0.26 -3.04 0.876
C 1.14 -0.93 -2.19 -0.330
H -1.11 0.14 -5.32 0.218
H -2.34 0.11 -4.03 0.214
H -2.11 -1.33 -5.08 0.224
H 1.96 -1.23 -2.86 0.243
H 0.74 -1.83 -1.73 0.260
H 1.84 0.90 -1.56 0.438